(1)
Below is a 2-piece molecular cluster, C6H11N4 overall in a non-equilibrium geometry, with properties calculated with ωB97M-V/def2-TZVPD.

The calculation puts the HOMO-LUMO gap (alpha / beta) at 0.3082 / 0.3377 Eh. The calculation puts the strongest force on any atom at 5.76 eV/Å. The value obtained for the energy above the lowest of the compared OMol25 structures with the same formula, charge and spin is 160.9 kcal/mol. Its net charge is +1.

Geometry as XYZ:
```
21
C6H11N4, DFT ωB97M-V/def2-TZVPD
C 2.92768 0.99113 0.16838
C 2.95506 -0.43543 -0.16305
C 1.65329 1.20679 0.35793
C -0.38622 0.00328 0.12723
C -2.71011 -0.51981 -0.23196
C -0.82215 -2.23609 0.19887
N 1.77230 -0.93063 -0.28384
N 0.86166 0.12162 0.05242
N -0.48293 2.94297 0.09903
N -1.33143 -0.85852 -0.01571
H 3.70873 1.66361 0.31956
H 3.68269 -1.12632 -0.48768
H 1.17914 2.26158 0.52375
H -3.00806 -0.73520 -1.28181
H -2.96883 0.52560 -0.10650
H -3.40542 -1.10767 0.47183
H -0.22693 -2.56740 -0.71365
H -1.62842 -2.90706 0.54951
H 0.17418 -2.15239 0.84546
H -1.44910 2.97892 0.49293
H -0.49513 2.88101 -0.92272
```

***

(2)
Below is a 2-piece molecular cluster, C6H11N4O overall in a non-equilibrium geometry, with properties calculated with ωB97M-V/def2-TZVPD.

The calculation puts the HOMO-LUMO gap at 0.2946 Eh. The calculation puts the strongest force on any atom at 3.07 eV/Å. The value obtained for the energy above the lowest of the compared OMol25 structures with the same formula, charge and spin is 96.6 kcal/mol. Its net charge is +1.

Geometry as XYZ:
```
22
C6H11N4O, DFT ωB97M-V/def2-TZVPD
C 0.31586 0.04406 0.10263
C -0.57102 1.12296 0.08183
C 2.57083 -0.80188 -0.19779
C -2.08792 0.84433 0.15204
C -2.25868 -0.47980 -0.61084
C -1.45706 -1.60874 0.04616
N 0.95381 2.75568 0.32372
N -0.25494 2.39401 0.27388
N 3.08020 -0.18996 -1.07195
N 2.44614 -1.77324 0.61639
O -0.08171 -1.18670 0.00430
H -2.62084 0.75009 1.07646
H -2.56631 1.72042 -0.32756
H -3.31700 -0.78204 -0.70836
H -1.83454 -0.38704 -1.63215
H -1.59772 -1.80286 1.11435
H -1.58704 -2.54147 -0.55087
H 1.24015 3.65689 0.50755
H 1.66831 2.02834 0.29156
H 3.27662 0.72998 -1.32494
H 1.51218 -2.14487 0.80401
H 3.17067 -2.34816 1.02956
```

***

(3)
Below is an isolated ion of composition C6H11N4O2 and charge +1 in a non-equilibrium geometry, with properties calculated with ωB97M-V/def2-TZVPD.

The calculation puts the HOMO-LUMO gap at 0.3116 Eh. The calculation puts the strongest force on any atom at 3.67 eV/Å. The value obtained for the energy above the lowest of the compared OMol25 structures with the same formula, charge and spin is 127.0 kcal/mol. As for the SMILES: CON(C)OCN1C=NC=[N+]=C1. Its net charge is +1.

Geometry as XYZ:
```
23
C6H11N4O2, DFT ωB97M-V/def2-TZVPD
C -0.05908 -3.14756 -1.10386
O -0.59566 -1.79590 -0.85737
N 0.13325 -0.61896 -0.77781
C 1.17681 -0.49635 -1.78737
O 0.92749 -0.52574 0.44312
C 0.02457 -0.33493 1.51730
N -0.51837 1.01220 1.40601
C 0.20272 2.06248 1.90165
N 0.04629 3.29461 1.48246
C -0.88952 3.48458 0.47825
N -1.54247 2.52459 -0.02261
C -1.30286 1.30369 0.37499
H -0.72415 -3.46197 -1.90781
H -0.15924 -3.80560 -0.26732
H 1.03302 -3.18243 -1.23922
H 1.15945 -1.42683 -2.23282
H 0.84748 0.38815 -2.49790
H 2.23517 -0.28193 -1.33073
H -0.66266 -1.19342 1.32679
H 0.66878 -0.62493 2.34167
H 0.93149 1.84628 2.67188
H -1.02851 4.50052 0.08164
H -1.90400 0.47945 -0.00093
```

***

(4)
Below is an isolated ion of composition C6H11N4O2 and charge +1 in a non-equilibrium geometry, with properties calculated with ωB97M-V/def2-TZVPD.

The calculation puts the HOMO-LUMO gap at 0.3744 Eh. The calculation puts the strongest force on any atom at 5.58 eV/Å. The value obtained for the energy above the lowest of the compared OMol25 structures with the same formula, charge and spin is 27.8 kcal/mol. As for the SMILES: [H]/N=C/[C@@](N)(C(=O)O)N1C=[NH+]CC1. Its net charge is +1.

Geometry as XYZ:
```
23
C6H11N4O2, DFT ωB97M-V/def2-TZVPD
H 1.30741 -2.60765 -1.25771
N 1.15372 -1.61049 -1.06792
C 1.63966 -1.29486 0.06447
C 1.25096 0.31232 0.53691
N 1.14406 0.23421 1.95516
C 2.34015 1.28805 -0.06666
O 2.20351 1.70606 -1.16422
O 3.34457 1.44021 0.79131
N -0.06216 0.53994 -0.24555
C -0.08191 0.51931 -1.56886
N -1.29772 0.31713 -2.03278
C -2.18122 -0.03863 -0.94858
C -1.34211 0.29329 0.28035
H 2.09242 -1.73188 0.88318
H 0.61457 -0.64134 2.34242
H 0.75599 1.00131 2.50899
H 3.42242 0.70935 1.40713
H 0.72827 0.91428 -2.11968
H -1.53303 0.30495 -2.99621
H -2.56979 -1.08174 -0.99167
H -3.11856 0.63102 -1.07932
H -1.62740 1.19509 0.77075
H -1.21278 -0.46062 0.95298
```

***

(5)
Below is one molecule with the formula C6H11N5 in a non-equilibrium geometry, with properties calculated with ωB97M-V/def2-TZVPD.

The calculation puts the HOMO-LUMO gap at 0.3338 Eh. The calculation puts the strongest force on any atom at 3.41 eV/Å. The value obtained for the energy above the lowest of the compared OMol25 structures with the same formula, charge and spin is 97.0 kcal/mol. As for the SMILES: NN(N)N(N)c1ccccc1.

Geometry as XYZ:
```
22
C6H11N5, DFT ωB97M-V/def2-TZVPD
N -2.83752 0.72934 0.83970
N -1.69776 0.78028 0.07051
N -2.00932 0.59186 -1.28621
N -0.69840 -0.33791 0.61040
N -1.20087 -1.57046 0.24291
C 0.65720 -0.04575 0.27196
C 1.53377 -1.03841 -0.13575
C 2.87668 -0.69882 -0.37441
C 3.33262 0.56302 -0.14575
C 2.43572 1.62901 0.13356
C 1.13266 1.30804 0.38446
H -3.21021 -0.19595 0.79039
H -2.53426 1.00230 1.80569
H -2.73803 1.21817 -1.46013
H -2.54160 -0.34217 -1.45684
H -1.61132 -2.15386 1.08161
H -0.77325 -2.06283 -0.52075
H 1.24812 -2.15202 -0.31738
H 3.52663 -1.45517 -0.73834
H 4.38272 0.66124 -0.45418
H 2.73684 2.65386 0.22400
H 0.35936 2.03558 0.57684
```

***

(6)
Below is one molecule with the formula C6H11NO in a non-equilibrium geometry, with properties calculated with ωB97M-V/def2-TZVPD.

The calculation puts the HOMO-LUMO gap at 0.3860 Eh. The calculation puts the strongest force on any atom at 1.51 eV/Å. The value obtained for the energy above the lowest of the compared OMol25 structures with the same formula, charge and spin is 47.8 kcal/mol. As for the SMILES: C=CCC[C@@H](N)C=O.

Geometry as XYZ:
```
19
C6H11NO, DFT ωB97M-V/def2-TZVPD
C -1.41801 -2.76561 1.44002
C -1.31523 -1.86451 0.48142
C -0.04245 -1.57100 -0.27401
C 0.08416 -0.17683 -0.92447
C 0.96237 0.78206 -0.14259
N 2.17952 1.31281 -0.79803
C 0.20272 2.03110 0.31222
O -0.97753 2.20623 0.21994
H -0.61947 -3.35271 1.89506
H -2.31554 -2.90997 2.03058
H -2.25369 -1.42019 0.15720
H 0.19381 -2.40799 -0.91005
H 0.73640 -1.64530 0.49634
H 0.41682 -0.33588 -1.93947
H -0.91421 0.25492 -0.95395
H 1.34588 0.42546 0.81879
H 2.67159 0.57133 -1.28097
H 1.93533 2.01771 -1.48357
H 0.87056 2.76592 0.80858
```

***

(7)
Below is C6H11NO as an isolated structure in a non-equilibrium geometry, with properties calculated with ωB97M-V/def2-TZVPD.

The calculation puts the HOMO-LUMO gap (alpha / beta) at 0.2576 / 0.2569 Eh. The calculation puts the strongest force on any atom at 6.19 eV/Å. The value obtained for the energy above the lowest of the compared OMol25 structures with the same formula, charge and spin is 102.1 kcal/mol.

Geometry as XYZ:
```
19
C6H11NO, DFT ωB97M-V/def2-TZVPD
C 0.47832 -0.75459 0.59670
C -0.38936 -0.78756 -0.60533
C 2.24549 0.87697 0.31681
C -1.05854 -2.09515 -0.90114
C -0.92266 1.76940 0.17237
N 1.74943 -0.45017 0.50590
C -1.16022 0.32946 0.54973
O -2.10143 -0.01419 1.22133
H 0.22809 -1.48570 1.36632
H -0.03498 -0.19691 -1.44541
H 3.32465 0.79162 0.16844
H 2.07120 1.48902 1.20984
H 1.86290 1.41292 -0.56188
H -1.54877 -2.48877 -0.00878
H -1.80584 -1.98839 -1.68576
H -0.30923 -2.83526 -1.19717
H -1.84558 2.33237 0.30026
H -0.59310 1.89344 -0.85680
H -0.19039 2.20148 0.85456
```

***

(8)
Below is one molecule with the formula C6H11NO in a non-equilibrium geometry, with properties calculated with ωB97M-V/def2-TZVPD.

The calculation puts the HOMO-LUMO gap at 0.3055 Eh. The calculation puts the strongest force on any atom at 4.46 eV/Å. The value obtained for the energy above the lowest of the compared OMol25 structures with the same formula, charge and spin is 76.0 kcal/mol. As for the SMILES: [H]/N=C\[C@@H](C)/C(O)=C/C.

Geometry as XYZ:
```
19
C6H11NO, DFT ωB97M-V/def2-TZVPD
H 2.61893 0.75413 0.40999
N 2.13376 1.32749 -0.27864
C 0.87184 1.18960 -0.30927
C -0.15756 0.73698 1.08521
C -1.47901 1.46300 1.02283
C -0.03833 -0.57312 0.45508
O 0.88264 -1.44376 0.98504
C -0.42239 -0.80012 -0.84915
C 0.06061 -1.97096 -1.64414
H 0.22864 1.71474 -1.01360
H 0.38225 0.83479 2.02571
H -2.32121 0.81252 1.28609
H -1.68674 1.87253 0.02719
H -1.47512 2.30457 1.72052
H 1.09507 -1.17417 1.89029
H -1.25215 -0.23094 -1.24850
H 1.15410 -2.04689 -1.59723
H -0.36607 -2.90817 -1.27603
H -0.22926 -1.86220 -2.69138
```

***

(9)
Below is a 2-piece molecular cluster, C6H11NO overall in a non-equilibrium geometry, with properties calculated with ωB97M-V/def2-TZVPD.

The calculation puts the HOMO-LUMO gap at 0.3237 Eh. The calculation puts the strongest force on any atom at 5.38 eV/Å. The value obtained for the energy above the lowest of the compared OMol25 structures with the same formula, charge and spin is 43.3 kcal/mol. As for the SMILES: Cc1cc[nH]c1C.O.

Geometry as XYZ:
```
19
C6H11NO, DFT ωB97M-V/def2-TZVPD
C 0.71773 -1.64560 -1.15759
C 0.00778 -0.33843 -0.76617
C -1.39288 -0.10160 -0.77761
C -1.68238 1.20993 -0.40263
N -0.47418 1.77637 0.04678
C 0.52919 0.85063 -0.21834
C 1.84147 0.91235 0.45236
H 0.21706 -2.44703 -0.66358
H 0.61009 -1.64396 -2.33192
H 1.88979 -1.79323 -0.90007
H -2.23329 -0.65297 -1.07931
H -2.63609 1.68937 -0.28605
H -0.43592 2.71626 0.07477
H 2.81122 0.63238 -0.13591
H 1.87980 0.35474 1.35771
H 2.02336 1.95362 0.71802
O -1.53771 -1.12644 2.35269
H -0.81120 -0.53457 1.98131
H -1.32384 -1.81185 1.73553
```

***

(10)
Below is C6H11NO as an isolated structure in a non-equilibrium geometry, with properties calculated with ωB97M-V/def2-TZVPD.

The calculation puts the HOMO-LUMO gap at 0.2147 Eh. The calculation puts the strongest force on any atom at 6.14 eV/Å. The value obtained for the energy above the lowest of the compared OMol25 structures with the same formula, charge and spin is 188.9 kcal/mol.

Geometry as XYZ:
```
19
C6H11NO, DFT ωB97M-V/def2-TZVPD
O 0.98378 1.50678 -1.29077
C -0.09633 0.76995 -1.64363
N -0.14366 -0.89434 -1.34506
C -0.21835 -1.22112 0.06162
C 0.63195 -0.22191 1.05334
C -0.26690 0.78284 1.69491
C -0.29919 2.02128 1.20741
C -0.41159 -2.66268 0.34504
H -0.53395 0.95446 -2.73279
H -0.91250 1.08157 -0.95318
H -1.08800 -0.63261 -0.44554
H 1.44630 0.27180 0.51744
H 1.14163 -0.87883 1.76338
H -0.98546 0.59675 2.39615
H 0.28824 2.19854 0.28434
H -0.96257 2.77865 1.57878
H 0.49873 -3.15981 0.11415
H -1.03693 -3.00509 -0.47385
H -0.75769 -2.80943 1.38061
```

***

(11)
Below is one molecule with the formula C6H11NO in a non-equilibrium geometry, with properties calculated with ωB97M-V/def2-TZVPD.

The calculation puts the HOMO-LUMO gap at 0.2443 Eh. The calculation puts the strongest force on any atom at 3.36 eV/Å. The value obtained for the energy above the lowest of the compared OMol25 structures with the same formula, charge and spin is 135.1 kcal/mol.

Geometry as XYZ:
```
19
C6H11NO, DFT ωB97M-V/def2-TZVPD
C 0.20044 -0.85422 0.37123
C 0.72089 1.57685 0.67514
C 1.04937 -1.90474 -0.21563
C 0.22312 0.45669 -0.31603
C -1.47416 -0.31132 -0.24361
C -2.49995 0.00111 0.55621
O 2.07083 1.85815 0.39723
N 0.61436 0.65466 -1.59009
H 2.11326 1.88883 -0.57979
H 0.09172 -0.84168 1.45433
H -0.20917 0.74707 -2.18663
H 0.64673 1.29733 1.72709
H 0.06844 2.43775 0.50118
H -1.68689 -0.70818 -1.23077
H 2.09962 -1.61862 -0.04150
H 0.85427 -2.89702 0.19415
H 0.97506 -1.89334 -1.31434
H -2.35051 0.41406 1.54720
H -3.50743 -0.30339 0.29461
```

***

(12)
Below is one molecule with the formula C6H11NO in a non-equilibrium geometry, with properties calculated with ωB97M-V/def2-TZVPD.

The calculation puts the HOMO-LUMO gap at 0.3336 Eh. The calculation puts the strongest force on any atom at 5.19 eV/Å. The value obtained for the energy above the lowest of the compared OMol25 structures with the same formula, charge and spin is 52.8 kcal/mol. As for the SMILES: C=C1OC(C)(C)[C@H]1N.

Geometry as XYZ:
```
19
C6H11NO, DFT ωB97M-V/def2-TZVPD
C -1.50398 -2.20944 -0.24611
C -0.97352 -0.97684 -0.25319
O -0.81362 -0.11212 -1.18621
C 0.50121 0.46427 -0.30852
C 0.46870 1.96895 -0.32965
C 1.77508 -0.14193 -0.85838
C -0.11523 -0.30881 0.85594
N -0.93132 0.52210 1.74172
H -2.01312 -2.57676 -1.12897
H -1.50239 -2.81152 0.65292
H 0.97610 2.36686 0.55670
H 0.92130 2.37604 -1.23742
H -0.56638 2.32633 -0.30229
H 1.98440 0.22617 -1.86634
H 2.62339 0.11336 -0.21270
H 1.69650 -1.23548 -0.88789
H 0.56789 -0.97392 1.38903
H -1.64296 1.03225 1.21873
H -1.45207 -0.04952 2.40264
```